{
  "formula": "C5H9NO",
  "method": "wB97M-V/def2-TZVPD",
  "symbols": ["H", "C", "C", "H", "H", "H", "C", "C", "C", "H", "N", "H", "O", "H", "H", "H"],
  "positions_angstrom": [[2.4394, -0.4632, 0.3964], [-1.9613, 2.3126, 0.4029], [1.4211, -2.1693, -0.6410], [-1.2461, 2.7069, 1.1359], [2.0001, -1.8464, 1.5170], [1.2970, -3.2424, -0.5572], [0.4461, -1.2967, 0.0349], [1.8338, -1.3486, 0.5659], [-0.9973, 0.3698, -0.1746], [1.7241, -1.7952, -1.6134], [-1.2564, 1.5885, -0.6484], [-0.6159, 2.0585, -1.2939], [0.1163, -0.1294, -0.6885], [-2.5406, 1.5433, 0.9206], [-0.3933, -1.6550, 0.6209], [-2.6096, 3.0974, 0.0243]],
  "forces_ev_per_angstrom": [[-0.02, -0.20, -0.03], [-0.27, 0.38, 0.07], [0.08, -0.21, -0.20], [-0.21, 0.19, -0.19], [-0.03, 0.04, -0.20], [0.15, 0.10, 0.01], [0.11, -0.37, 0.06], [0.15, 0.05, 0.12], [0.18, 0.20, -0.27], [0.13, -0.19, 0.12], [0.07, -0.35, 0.45], [-0.16, -0.03, 0.39], [-0.33, -0.01, 0.02], [-0.07, 0.39, -0.09], [0.23, -0.10, -0.17], [0.00, 0.12, -0.08]],
  "energy_ha": -325.7984,
  "gap_ev": 9.725,
  "lumo_ev": 1.2,
  "largest_force_ev_per_a": 0.570,
  "relative_energy_kj_mol": 365.3
}

=====

{
  "formula": "Cl3H2NP",
  "method": "wB97M-V/def2-TZVPD",
  "symbols": ["P", "Cl", "Cl", "H", "N", "H", "Cl"],
  "positions_angstrom": [[0.7992, -0.0843, -0.0260], [1.5023, 0.5376, -1.7865], [1.5327, 0.9999, 1.4787], [-1.6059, 0.9357, -0.4961], [-1.5485, -0.0531, -0.1632], [-1.9639, -0.3165, 0.6781], [1.2841, -2.0193, 0.3150]],
  "forces_ev_per_angstrom": [[-3.02, -0.80, 0.41], [-0.47, -0.39, 1.13], [-0.28, -0.45, -0.88], [-0.34, -0.88, 1.02], [4.90, 0.82, -3.65], [-0.45, 0.14, 2.39], [-0.34, 1.56, -0.41]],
  "energy_ha": -1777.5810,
  "gap_ev": 8.715,
  "lumo_ev": -7.0,
  "total_charge": 1,
  "largest_force_ev_per_a": 6.170,
  "relative_energy_kj_mol": 284.1
}

=====

{
  "formula": "C5H8N2O3S",
  "method": "wB97M-V/def2-TZVPD",
  "symbols": ["H", "N", "H", "S", "O", "O", "C", "H", "C", "C", "O", "C", "H", "N", "H", "H", "H", "C", "H"],
  "positions_angstrom": [[-1.0546, 1.0948, 2.9336], [-0.5816, 1.1638, 2.0468], [-0.2355, -3.0875, 0.6011], [1.2203, 0.3467, -2.4268], [1.2614, -1.7465, 0.4354], [1.5391, 1.8825, 2.7910], [-0.2545, 0.4246, -1.4214], [-1.6237, -0.1268, 0.9997], [0.7183, 1.5480, 1.9489], [-0.1791, 0.8801, -0.1530], [0.5553, -2.7059, -1.3528], [-1.2402, 0.8388, 0.8781], [-2.0904, 1.5134, 0.6010], [0.9468, 1.4820, 0.5754], [1.7856, 1.7352, 0.1487], [1.8521, -0.1368, -1.3072], [1.4301, -2.2786, -1.7084], [0.5030, -2.5253, -0.0623], [-1.0929, 0.0817, -1.9794]],
  "forces_ev_per_angstrom": [[0.35, 0.11, -0.01], [0.28, 0.91, 3.47], [0.48, 0.35, -1.55], [0.31, -0.15, 1.23], [0.65, 0.61, 1.44], [-1.23, -0.37, -0.68], [1.46, 1.01, 0.55], [-0.88, -1.65, -0.30], [0.93, 0.27, -0.44], [1.54, 0.77, -0.17], [0.96, -0.85, -2.13], [-1.51, 0.75, -1.62], [0.55, -0.25, 0.31], [-2.56, -1.58, -1.46], [1.40, 0.31, -0.53], [0.34, 0.21, -0.85], [-2.38, -0.69, 0.98], [0.21, 0.41, 1.28], [-0.92, -0.19, 0.48]],
  "smiles": "O=C1NC/C(=C/S)N1.O=CO",
  "energy_ha": -928.7360,
  "gap_ev": 8.912,
  "lumo_ev": 0.6,
  "largest_force_ev_per_a": 3.596,
  "relative_energy_kj_mol": 46.1
}

=====

{
  "formula": "C3H2Cl2O",
  "method": "wB97M-V/def2-TZVPD",
  "symbols": ["H", "C", "Cl", "O", "Cl", "C", "C", "H"],
  "positions_angstrom": [[0.2425, -1.0901, 0.5885], [0.0776, -0.1180, 0.0532], [2.7892, 0.0039, 0.2223], [-1.9629, -1.1784, -0.6390], [-2.3166, 0.7256, 1.0956], [1.3038, 0.6011, -0.2771], [-1.4845, -0.3011, -0.0162], [1.3509, 1.3570, -1.0272]],
  "forces_ev_per_angstrom": [[0.68, 1.00, -0.12], [3.23, 0.04, 0.03], [0.76, -0.31, 0.34], [-0.56, -0.09, -0.01], [-0.51, 0.30, 0.27], [-6.17, -2.84, 0.46], [2.71, 1.16, -0.96], [-0.13, 0.75, 0.00]],
  "smiles": "O=C(Cl)/C=C/Cl",
  "energy_ha": -1111.0684,
  "gap_ev": 9.759,
  "lumo_ev": 0.1,
  "largest_force_ev_per_a": 6.809,
  "relative_energy_kj_mol": 152.8
}

=====

{
  "formula": "C21H22As2Cl3NO3Pd",
  "method": "wB97M-V/def2-TZVPD",
  "symbols": ["H", "H", "H", "C", "H", "C", "H", "H", "C", "O", "H", "C", "O", "C", "C", "H", "H", "C", "H", "H", "H", "H", "C", "C", "H", "C", "H", "C", "H", "C", "C", "H", "Cl", "C", "C", "As", "C", "H", "O", "H", "H", "C", "As", "H", "C", "Cl", "Pd", "H", "C", "C", "C", "N", "Cl"],
  "positions_angstrom": [[-4.0440, 0.6171, 0.5123], [1.7688, -5.1883, -2.9156], [1.5186, -0.9666, 4.2435], [-3.5411, -1.8639, 4.5188], [0.4702, 1.6944, 4.5729], [-2.4730, 3.8494, 0.1105], [-2.3388, -2.9710, -1.0124], [-0.7328, 1.4072, -2.8326], [0.3146, 1.9164, 3.5180], [-2.2317, 1.9375, 1.4470], [1.1636, 2.4830, 3.1391], [0.5566, -2.1129, -3.6822], [-1.0130, 2.0282, -0.4301], [1.4163, -4.1754, -2.7782], [1.0283, -3.4339, -3.8571], [-0.5991, 2.4888, 3.3775], [2.5600, -0.2851, 2.9689], [-3.4426, -1.7993, 3.1379], [-4.2180, -2.2478, 2.5269], [-2.4365, 4.4580, 1.0087], [-4.3872, -2.3581, 4.9782], [1.6166, -1.7446, 2.6334], [-1.8439, 2.4883, 0.4051], [1.6206, -0.7981, 3.1720], [0.1478, -1.6342, -5.7448], [-1.4707, -0.6616, 4.7159], [-2.6247, -1.3424, 6.3872], [0.1183, -1.2682, -4.7274], [-0.7039, -0.2231, 5.3442], [1.3665, -3.6440, -1.4830], [-3.9260, -0.3622, 0.0550], [-0.6727, 0.6510, -5.2342], [-1.7164, 4.7638, -1.2164], [-2.5527, -1.2939, 5.3084], [-2.2763, -2.9209, 0.0743], [0.1551, 0.2813, 2.4902], [0.5095, -1.5938, -2.3700], [-3.1378, -3.4209, 0.5155], [0.9112, -1.8362, -0.0276], [-3.9291, -0.2698, -1.0301], [-1.3538, -3.4004, 0.3985], [-0.3357, -0.0105, -4.4486], [-2.2106, -1.0601, 0.6150], [-4.7302, -1.0277, 0.3676], [-2.3599, -1.1617, 2.5414], [1.1078, -4.1263, -5.4518], [-0.1212, 0.0889, 0.0282], [-3.5160, 3.6899, -0.1554], [-0.3686, 0.4248, -3.1122], [0.9403, -2.3463, -1.2129], [-1.3671, -0.5886, 3.3307], [0.0394, -0.3400, -2.1287], [1.8596, -4.6415, -0.1528]],
  "forces_ev_per_angstrom": [[0.00, -0.02, 0.00], [0.00, 0.00, 0.00], [0.01, 0.00, 0.00], [-0.01, -0.01, 0.00], [-0.01, 0.00, 0.00], [-0.02, -0.04, -0.04], [0.00, 0.00, 0.00], [0.00, 0.00, 0.00], [0.00, 0.02, -0.02], [-0.01, 0.03, 0.00], [0.00, 0.00, 0.01], [0.00, 0.00, 0.00], [-0.01, 0.05, 0.04], [0.00, 0.00, 0.00], [0.00, 0.00, 0.00], [-0.01, -0.01, 0.00], [0.00, 0.00, 0.00], [0.01, 0.00, 0.00], [0.00, 0.00, 0.00], [0.01, 0.00, 0.00], [0.00, 0.00, 0.00], [-0.01, 0.00, 0.00], [0.10, 0.03, 0.01], [-0.01, 0.01, 0.02], [0.00, 0.00, 0.00], [0.01, 0.00, -0.01], [0.00, 0.00, 0.00], [0.00, -0.01, 0.00], [0.00, 0.00, 0.00], [0.00, 0.00, 0.01], [-0.04, -0.01, 0.00], [0.00, 0.00, 0.00], [-0.01, 0.00, 0.00], [0.00, 0.00, 0.01], [0.01, 0.00, 0.01], [0.04, -0.02, -0.01], [0.00, 0.01, 0.01], [0.00, -0.01, 0.00], [0.00, -0.01, 0.00], [0.00, -0.01, 0.00], [0.00, 0.00, 0.00], [0.00, 0.01, 0.00], [-0.03, 0.02, -0.04], [0.00, -0.01, -0.01], [0.02, 0.01, 0.02], [0.00, 0.00, 0.00], [0.00, -0.02, -0.03], [-0.01, 0.01, 0.02], [0.01, 0.00, -0.01], [-0.01, 0.00, 0.00], [-0.01, -0.02, -0.01], [-0.01, -0.01, 0.02], [0.00, 0.00, 0.00]],
  "energy_ha": -7073.9493,
  "gap_ev": [7.405, 6.222],
  "lumo_ev": [0.0, -1.2],
  "largest_force_ev_per_a": 0.105,
  "relative_energy_kj_mol": 0.0,
  "multiplicity": 3
}

=====

Q: Which formula does entry 1 have?
A: C5H9NO